C47H57As2Cl3F4NPTi as an isolated structure. Source: the Open Molecules 2025 dataset; level of theory: ωB97M-V with the def2-TZVPD basis set.

Atoms and positions in Å:
Ti  0.18  0.34  -0.15
C  3.02  1.70  2.03
C  2.30  0.85  3.06
As  0.41  0.62  2.63
C  -0.40  2.31  3.11
C  0.19  3.22  3.99
C  -0.46  4.39  4.31
C  -1.72  4.66  3.78
C  -2.31  3.75  2.91
C  -1.65  2.58  2.57
C  -0.24  -0.57  4.02
C  -1.17  -0.12  4.96
C  -1.66  -0.99  5.92
C  -1.22  -2.31  5.96
C  -0.30  -2.76  5.02
C  0.18  -1.90  4.05
As  2.88  1.08  0.16
C  4.41  -0.09  -0.05
C  4.90  -0.84  1.02
C  5.94  -1.74  0.83
C  6.51  -1.90  -0.42
C  6.03  -1.16  -1.49
C  4.99  -0.26  -1.31
C  3.52  2.70  -0.72
C  4.89  2.98  -0.77
C  5.34  4.14  -1.37
C  4.43  5.04  -1.92
C  3.07  4.78  -1.85
C  2.62  3.61  -1.24
H  4.08  1.80  2.26
H  2.60  2.71  1.99
H  2.42  1.26  4.06
H  2.69  -0.17  3.10
H  1.17  3.02  4.42
H  0.00  5.10  4.99
H  -2.23  5.58  4.04
H  -3.29  3.94  2.49
H  -2.13  1.90  1.89
H  -1.51  0.90  4.94
H  -2.38  -0.64  6.65
H  -1.61  -2.99  6.71
H  0.03  -3.79  5.04
H  0.88  -2.27  3.31
H  4.46  -0.74  2.00
H  6.31  -2.31  1.68
H  7.32  -2.60  -0.56
H  6.47  -1.28  -2.47
H  4.64  0.32  -2.15
H  5.60  2.28  -0.36
H  6.40  4.35  -1.41
H  4.79  5.95  -2.39
H  2.36  5.48  -2.26
H  1.55  3.43  -1.16
F  0.13  2.18  -0.06
F  1.99  -1.78  1.35
C  1.14  -1.71  0.27
F  1.91  -2.20  -0.76
F  0.23  -2.70  0.50
C  2.96  1.34  -5.64
C  3.41  0.76  -4.30
C  2.29  -0.09  -3.68
C  0.89  0.46  -4.03
C  0.97  1.98  -4.19
C  1.81  2.33  -5.42
P  -0.34  -0.10  -2.78
C  -0.39  -1.95  -3.03
C  -1.62  -2.59  -2.33
C  -2.34  -3.61  -3.21
C  -2.69  -2.99  -4.55
C  -1.44  -2.54  -5.33
C  -0.19  -2.53  -4.44
C  -1.97  0.67  -3.18
C  -2.15  2.01  -2.45
C  -3.60  2.50  -2.53
C  -4.26  2.14  -3.87
C  -3.20  2.03  -4.96
C  -2.31  0.82  -4.68
H  2.65  0.53  -6.29
H  3.80  1.84  -6.14
H  3.67  1.58  -3.63
H  4.31  0.16  -4.42
H  2.41  -0.13  -2.59
H  2.37  -1.13  -4.02
H  0.58  0.05  -4.99
H  1.42  2.40  -3.29
H  -0.02  2.43  -4.28
H  2.20  3.35  -5.31
H  1.16  2.35  -6.31
H  0.50  -2.26  -2.47
H  -2.36  -1.83  -2.07
H  -1.31  -3.05  -1.39
H  -3.24  -3.94  -2.70
H  -1.73  -4.51  -3.35
H  -3.34  -2.12  -4.36
H  -3.28  -3.68  -5.16
H  -1.59  -1.56  -5.78
H  -1.25  -3.22  -6.16
H  0.63  -2.04  -4.96
H  0.14  -3.56  -4.30
H  -2.70  -0.01  -2.73
H  -1.47  2.76  -2.86
H  -1.87  1.92  -1.40
H  -3.61  3.58  -2.39
H  -4.17  2.08  -1.70
H  -5.02  2.88  -4.12
H  -4.78  1.18  -3.79
H  -2.60  2.95  -4.98
H  -3.65  1.93  -5.95
H  -1.41  0.87  -5.30
H  -2.85  -0.08  -5.00
Cl  -4.64  -1.70  1.92
C  -4.17  -0.94  0.47
Cl  -5.07  -1.28  -0.96
Cl  -4.61  1.50  0.93
C  -2.84  -0.62  0.30
N  -1.74  -0.29  0.12

Output
gap between HOMO and LUMO (spin up / spin down): 7.5 / 7.5 eV
HOMO level (spin up / spin down): -7.4165 / -8.5280 eV
LUMO energy (spin up / spin down): 0.1315 / -1.0290 eV
multiplicity: 3
F_max: 0.7 eV Å⁻¹
relative energy (zero: lowest compared OMol25 entry of this formula, charge and spin): 0.0 kcal per mole

Mulliken atomic charge list, values in e, 99 entries: atom 1 (Ti): 0.983, atom 2 (C): -1.870, atom 3 (C): -1.188, atom 4 (As): 1.198, atom 5 (C): 0.194, atom 6 (C): -0.167, atom 7 (C): -0.676, atom 8 (C): -0.622, atom 9 (C): -0.544, atom 10 (C): 0.053, atom 11 (C): 0.355, atom 12 (C): -0.353, atom 13 (C): -0.816, atom 14 (C): -0.491, atom 15 (C): -0.849, atom 16 (C): -0.130, atom 17 (As): 2.571, atom 18 (C): 0.348, atom 19 (C): -0.651, atom 20 (C): -0.767, atom 21 (C): -0.680, atom 22 (C): -0.882, atom 23 (C): -0.113, atom 24 (C): 0.083, atom 25 (C): -0.482, atom 26 (C): -0.806, atom 27 (C): -0.611, atom 28 (C): -0.638, atom 29 (C): -0.522, atom 30 (H): 0.632, atom 31 (H): 0.592, atom 32 (H): 0.870, atom 33 (H): 0.491, atom 34 (H): 0.308, atom 35 (H): 0.414, atom 36 (H): 0.367, atom 37 (H): 0.443, atom 38 (H): -0.444, atom 39 (H): 0.340, atom 40 (H): 0.412, atom 41 (H): 0.382, atom 42 (H): 0.413, atom 43 (H): 0.383, atom 44 (H): 0.164, atom 45 (H): 0.433, atom 46 (H): 0.383, atom 47 (H): 0.440, atom 48 (H): 0.246, atom 49 (H): 0.467, atom 50 (H): 0.431, atom 51 (H): 0.398, atom 52 (H): 0.450, atom 53 (H): 0.373, atom 54 (F): -0.576, atom 55 (F): -0.112, atom 56 (C): 0.259, atom 57 (F): -0.285, atom 58 (F): -0.299, atom 59 (C): -1.086, atom 60 (C): -0.647, atom 61 (C): -0.278, atom 62 (C): -0.008, atom 63 (C): 0.426, atom 64 (C): -1.062, atom 65 (P): 0.853, atom 66 (C): 0.451, atom 67 (C): 0.699, atom 68 (C): -1.309, atom 69 (C): -0.517, atom 70 (C): -0.987, atom 71 (C): -1.465, atom 72 (C): 1.401, atom 73 (C): -0.035, atom 74 (C): -0.592, atom 75 (C): -0.794, atom 76 (C): -1.095, atom 77 (C): -0.857, atom 78 (H): 0.372, atom 79 (H): 0.493, atom 80 (H): 0.035, atom 81 (H): 0.614, atom 82 (H): -0.671, atom 83 (H): 0.256, atom 84 (H): 0.938, atom 85 (H): -0.682, atom 86 (H): -0.009, atom 87 (H): 0.455, atom 88 (H): 0.371, atom 89 (H): 0.145, atom 90 (H): -1.025, atom 91 (H): 0.183, atom 92 (H): 0.544, atom 93 (H): 0.413, atom 94 (H): 0.088, atom 95 (H): 0.525, atom 96 (H): 0.165, atom 97 (H): 0.586, atom 98 (H): 0.473, atom 99 (H): 0.690


C47H57As2Cl3F4NPTi as an isolated structure at a distorted geometry. Source: the Open Molecules 2025 dataset; level of theory: ωB97M-V with the def2-TZVPD basis set.

Atoms and positions in Å:
Ti  -0.19  0.21  0.12
C  3.10  0.96  1.74
C  2.29  0.15  2.76
As  0.43  0.77  2.81
C  0.62  2.47  3.67
C  1.75  2.78  4.43
C  1.84  4.01  5.07
C  0.82  4.94  4.95
C  -0.31  4.64  4.19
C  -0.41  3.40  3.56
C  -0.23  -0.29  4.29
C  -0.97  0.32  5.30
C  -1.50  -0.44  6.33
C  -1.29  -1.82  6.36
C  -0.54  -2.43  5.36
C  -0.02  -1.66  4.32
As  2.56  0.41  -0.07
C  4.06  -0.75  -0.41
C  4.16  -1.91  0.36
C  5.30  -2.70  0.29
C  6.34  -2.33  -0.56
C  6.23  -1.19  -1.34
C  5.09  -0.40  -1.27
C  3.02  1.93  -1.16
C  3.85  2.95  -0.69
C  4.17  4.02  -1.52
C  3.66  4.07  -2.82
C  2.84  3.05  -3.28
C  2.52  1.98  -2.45
H  4.16  0.76  1.85
H  2.93  2.03  1.85
H  2.71  0.19  3.76
H  2.26  -0.91  2.49
H  2.56  2.07  4.54
H  2.72  4.23  5.67
H  0.90  5.91  5.44
H  -1.11  5.36  4.09
H  -1.28  3.18  2.97
H  -1.14  1.39  5.29
H  -2.07  0.04  7.12
H  -1.70  -2.41  7.17
H  -0.36  -3.49  5.37
H  0.57  -2.16  3.56
H  3.36  -2.22  1.03
H  5.36  -3.60  0.89
H  7.24  -2.94  -0.60
H  7.03  -0.91  -2.01
H  5.01  0.49  -1.89
H  4.25  2.92  0.31
H  4.82  4.81  -1.16
H  3.91  4.91  -3.46
H  2.44  3.09  -4.29
H  1.86  1.20  -2.81
F  -0.18  0.07  -1.67
F  -1.32  2.86  0.79
C  -0.20  2.36  0.09
F  0.83  3.08  0.66
F  -0.34  2.92  -1.14
C  -5.19  2.27  -2.97
C  -3.91  1.65  -3.51
C  -3.47  0.46  -2.62
C  -3.85  0.69  -1.13
C  -3.78  2.20  -0.85
C  -4.93  2.90  -1.58
P  -2.80  -0.31  -0.03
C  -2.94  -2.06  -0.64
C  -4.38  -2.55  -0.91
C  -4.41  -3.78  -1.84
C  -3.21  -4.68  -1.58
C  -1.91  -3.95  -1.97
C  -2.04  -2.42  -1.84
C  -3.69  -0.40  1.59
C  -5.25  -0.48  1.52
C  -5.90  0.84  1.94
C  -5.57  1.20  3.40
C  -4.15  0.73  3.79
C  -3.25  0.72  2.55
H  -5.96  1.49  -2.89
H  -5.57  3.02  -3.66
H  -3.12  2.40  -3.52
H  -4.04  1.31  -4.53
H  -2.40  0.31  -2.72
H  -3.96  -0.45  -2.98
H  -4.88  0.38  -0.97
H  -2.82  2.58  -1.20
H  -3.82  2.43  0.22
H  -4.70  3.96  -1.68
H  -5.84  2.83  -0.97
H  -2.55  -2.62  0.22
H  -4.98  -1.75  -1.37
H  -4.86  -2.80  0.03
H  -4.40  -3.46  -2.89
H  -5.35  -4.32  -1.69
H  -3.31  -5.62  -2.13
H  -3.19  -4.95  -0.51
H  -1.64  -4.20  -3.00
H  -1.10  -4.30  -1.34
H  -2.48  -2.01  -2.75
H  -1.06  -1.99  -1.75
H  -3.31  -1.33  2.01
H  -5.58  -1.27  2.20
H  -5.59  -0.76  0.53
H  -6.98  0.76  1.81
H  -5.57  1.63  1.27
H  -6.30  0.74  4.07
H  -5.65  2.28  3.53
H  -4.18  -0.28  4.21
H  -3.73  1.38  4.56
H  -2.23  0.55  2.84
H  -3.29  1.70  2.07
Cl  -0.14  -5.22  1.76
C  0.85  -4.10  0.93
Cl  2.72  -3.74  2.54
Cl  1.69  -4.62  -0.46
C  0.38  -2.77  0.90
N  0.07  -1.66  0.92

Output
gap between HOMO and LUMO (spin up / spin down): 7.3 / 7.6 eV
HOMO level (spin up / spin down): -7.4782 / -8.7660 eV
LUMO energy (spin up / spin down): -0.1450 / -1.1953 eV
multiplicity: 3
F_max: 1.7 eV Å⁻¹
relative energy (zero: lowest compared OMol25 entry of this formula, charge and spin): 7.6 kcal per mole

Mulliken atomic charge list, values in e, 99 entries: atom 1 (Ti): -0.384, atom 2 (C): -1.593, atom 3 (C): -0.694, atom 4 (As): 2.222, atom 5 (C): 0.309, atom 6 (C): -0.616, atom 7 (C): -0.750, atom 8 (C): -0.666, atom 9 (C): -0.912, atom 10 (C): 0.135, atom 11 (C): 0.408, atom 12 (C): -0.446, atom 13 (C): -0.723, atom 14 (C): -0.576, atom 15 (C): -0.831, atom 16 (C): -0.259, atom 17 (As): 0.885, atom 18 (C): 0.403, atom 19 (C): 0.248, atom 20 (C): -0.780, atom 21 (C): -0.542, atom 22 (C): -0.698, atom 23 (C): -0.603, atom 24 (C): 0.249, atom 25 (C): -0.080, atom 26 (C): -0.821, atom 27 (C): -0.493, atom 28 (C): -0.777, atom 29 (C): -0.455, atom 30 (H): 0.888, atom 31 (H): 0.767, atom 32 (H): 0.740, atom 33 (H): -0.318, atom 34 (H): 0.348, atom 35 (H): 0.412, atom 36 (H): 0.368, atom 37 (H): 0.448, atom 38 (H): 0.256, atom 39 (H): 0.490, atom 40 (H): 0.431, atom 41 (H): 0.384, atom 42 (H): 0.496, atom 43 (H): -0.036, atom 44 (H): -0.422, atom 45 (H): 0.443, atom 46 (H): 0.373, atom 47 (H): 0.397, atom 48 (H): 0.439, atom 49 (H): 0.360, atom 50 (H): 0.403, atom 51 (H): 0.363, atom 52 (H): 0.407, atom 53 (H): 0.388, atom 54 (F): -0.304, atom 55 (F): -0.178, atom 56 (C): 0.965, atom 57 (F): -0.196, atom 58 (F): -0.276, atom 59 (C): -0.765, atom 60 (C): -0.961, atom 61 (C): -0.823, atom 62 (C): 0.702, atom 63 (C): -0.491, atom 64 (C): -1.045, atom 65 (P): 0.168, atom 66 (C): 0.465, atom 67 (C): -0.876, atom 68 (C): -0.920, atom 69 (C): -0.805, atom 70 (C): -0.359, atom 71 (C): -0.476, atom 72 (C): 0.617, atom 73 (C): -1.293, atom 74 (C): -0.329, atom 75 (C): -1.177, atom 76 (C): -1.002, atom 77 (C): 0.910, atom 78 (H): 0.318, atom 79 (H): 0.503, atom 80 (H): 0.338, atom 81 (H): 0.516, atom 82 (H): -0.028, atom 83 (H): 0.264, atom 84 (H): 1.010, atom 85 (H): 0.207, atom 86 (H): -0.296, atom 87 (H): 0.549, atom 88 (H): 0.194, atom 89 (H): 0.637, atom 90 (H): 0.004, atom 91 (H): 0.403, atom 92 (H): 0.298, atom 93 (H): 0.539, atom 94 (H): 0.507, atom 95 (H): 0.281, atom 96 (H): 0.481, atom 97 (H): -0.242, atom 98 (H): 0.383, atom 99 (H): -0.183